[1]
{
  "formula": "C19H32NO4P2W",
  "method": "wB97M-V/def2-TZVPD",
  "elements": ["C", "C", "N", "C", "C", "C", "C", "P", "W", "P", "C", "C", "C", "C", "C", "C", "C", "O", "O", "H", "H", "H", "C", "C", "H", "H", "H", "H", "C", "C", "H", "H", "H", "H", "H", "H", "H", "H", "H", "H", "H", "H", "H", "H", "H", "H", "H", "H", "H", "H", "H", "H", "C", "O", "C", "O", "H", "H", "H"],
  "xyz": [[-0.701, 3.949, -1.635], [-0.862, 2.621, -1.123], [0.131, 2.090, -0.273], [0.990, 2.946, 0.313], [1.009, 4.309, 0.001], [0.197, 4.795, -1.026], [-2.005, 1.831, -1.359], [-2.108, 0.156, -0.693], [0.051, -0.079, 0.271], [2.287, 0.579, 1.041], [1.942, 2.339, 1.331], [0.200, -2.247, 0.427], [-0.867, -2.866, 1.100], [-0.912, -4.259, 1.224], [0.102, -5.070, 0.720], [1.163, -4.459, 0.050], [1.201, -3.071, -0.138], [-0.789, 1.115, -6.142], [1.036, -2.935, -4.121], [-1.290, 4.214, -2.513], [1.714, 4.935, 0.551], [0.280, 5.834, -1.339], [-3.634, 0.437, 0.306], [-2.642, -1.121, -1.890], [2.891, 2.894, 1.272], [1.496, 2.495, 2.329], [-1.385, 1.771, -5.729], [-2.775, 2.230, -2.046], [2.672, -0.174, 2.615], [3.767, 0.501, 0.016], [-1.653, -2.254, 1.538], [-1.739, -4.728, 1.746], [0.064, -6.159, 0.837], [1.960, -5.086, -0.345], [2.018, -2.632, -0.710], [0.523, -0.071, -1.288], [0.236, -2.521, -3.654], [1.699, -2.253, -4.375], [0.123, 1.375, -5.879], [1.360, 0.118, -0.792], [-4.410, 0.904, -0.320], [-4.047, -0.478, 0.748], [-3.395, 1.131, 1.121], [-3.517, -0.865, -2.505], [-1.808, -1.395, -2.546], [-2.898, -2.035, -1.341], [4.575, 1.012, 0.560], [4.012, -0.557, -0.143], [3.588, 0.980, -0.956], [3.530, 0.353, 3.051], [1.811, -0.140, 3.295], [2.929, -1.221, 2.423], [-1.249, -0.202, 4.363], [-0.688, -0.590, 3.121], [-0.757, 0.434, 2.210], [-1.317, 1.530, 2.319], [-2.317, -0.001, 4.249], [-0.730, 0.671, 4.772], [-1.063, -1.083, 4.958]],
  "charge": 1,
  "gap_ev": [6.752, 5.881],
  "energy_ev": -50295.9185,
  "de_lowest_ev": 0.405,
  "multiplicity": 3
}

[2]
{
  "formula": "C19H33AsBCrN6S4Si",
  "method": "wB97M-V/def2-TZVPD",
  "elements": ["Cr", "C", "C", "C", "C", "C", "N", "N", "B", "N", "N", "C", "C", "C", "C", "C", "N", "N", "C", "C", "C", "C", "C", "H", "H", "H", "H", "H", "H", "H", "H", "H", "H", "H", "H", "H", "H", "H", "H", "H", "H", "H", "H", "H", "H", "S", "As", "S", "S", "S", "C", "Si", "C", "C", "C", "H", "H", "H", "H", "H", "H", "H", "H", "H", "H", "H"],
  "xyz": [[-1.134, 0.686, 0.006], [0.218, 0.551, -3.553], [0.759, -0.355, -2.497], [1.798, -1.289, -2.665], [1.878, -1.960, -1.464], [2.782, -3.080, -1.060], [0.956, -1.433, -0.640], [0.275, -0.424, -1.266], [0.345, -2.109, 0.615], [0.459, -1.218, 1.860], [-0.203, -0.032, 1.887], [0.043, 0.513, 3.074], [-0.456, 1.858, 3.494], [0.868, -0.344, 3.827], [1.109, -1.431, 3.016], [1.912, -2.664, 3.282], [-1.135, -2.382, 0.319], [-1.951, -1.344, -0.016], [-3.135, -1.861, -0.328], [-4.312, -1.040, -0.726], [-3.079, -3.263, -0.186], [-1.795, -3.547, 0.224], [-1.167, -4.868, 0.533], [0.898, 0.547, -4.408], [-0.766, 0.217, -3.881], [0.089, 1.569, -3.199], [2.402, -1.441, -3.546], [3.540, -3.223, -1.831], [3.287, -2.866, -0.117], [2.240, -4.019, -0.930], [0.918, -3.150, 0.821], [-1.102, 2.295, 2.739], [-1.023, 1.774, 4.424], [0.389, 2.528, 3.670], [1.237, -0.180, 4.828], [2.368, -2.588, 4.269], [1.297, -3.566, 3.258], [2.708, -2.797, 2.547], [-4.055, -0.306, -1.488], [-5.105, -1.691, -1.100], [-4.690, -0.458, 0.112], [-3.883, -3.963, -0.354], [-1.923, -5.650, 0.450], [-0.352, -5.105, -0.154], [-0.756, -4.894, 1.544], [-5.611, 2.403, -1.037], [-3.580, 2.739, -0.478], [-2.183, 1.667, -1.834], [-2.964, 1.466, 1.234], [-3.003, 4.768, -0.172], [2.164, 4.508, 0.270], [1.335, 3.212, -0.826], [2.805, 2.246, -1.522], [0.488, 4.167, -2.181], [0.218, 2.257, 0.262], [2.853, 5.131, -0.314], [2.734, 4.019, 1.069], [1.419, 5.159, 0.738], [3.669, 2.918, -1.592], [2.620, 1.832, -2.514], [3.074, 1.412, -0.863], [1.113, 5.002, -2.522], [-0.463, 4.556, -1.796], [0.233, 3.547, -3.042], [-0.508, 3.009, 0.607], [0.830, 1.983, 1.127]],
  "charge": -2,
  "gap_ev": [5.095, 5.094],
  "energy_ev": -170341.7753,
  "de_lowest_ev": 0.048,
  "multiplicity": 2
}

[3]
{
  "formula": "C19H33AsCl5N2O3OsSi3",
  "method": "wB97M-V/def2-TZVPD",
  "elements": ["Os", "N", "C", "C", "O", "N", "C", "C", "O", "O", "H", "H", "H", "H", "H", "H", "Cl", "C", "C", "C", "Cl", "C", "Cl", "C", "Cl", "C", "Cl", "C", "Si", "C", "C", "As", "Si", "C", "C", "C", "Si", "C", "C", "C", "H", "H", "H", "H", "H", "H", "H", "H", "H", "H", "H", "H", "H", "H", "H", "H", "H", "H", "H", "H", "H", "H", "H", "H", "H", "H", "H"],
  "xyz": [[0.326, -0.364, -0.371], [2.049, -0.572, 1.164], [1.736, -1.777, 1.957], [0.265, -1.703, 2.341], [-0.135, -2.005, 3.439], [-0.526, -1.194, 1.338], [-1.664, -0.399, 1.732], [-1.497, 0.860, 0.788], [-2.364, 1.021, -0.070], [-0.379, 1.456, 0.935], [1.994, 0.256, 1.756], [2.989, -0.617, 0.787], [1.945, -2.658, 1.348], [2.315, -1.845, 2.877], [-2.626, -0.839, 1.490], [-1.620, -0.122, 2.784], [3.718, -1.372, -1.288], [2.997, -0.019, -2.089], [1.676, 0.343, -1.800], [1.219, 1.498, -2.447], [-0.365, 2.015, -2.010], [1.969, 2.228, -3.355], [1.320, 3.631, -4.089], [3.261, 1.798, -3.657], [4.209, 2.653, -4.790], [3.782, 0.675, -3.006], [5.385, 0.167, -3.347], [-4.364, -0.568, -2.004], [-2.952, -0.847, -3.199], [-3.355, -2.252, -4.390], [-2.374, 0.593, -4.260], [-0.988, -1.690, -1.840], [-1.920, -3.618, -0.623], [-0.466, -4.582, 0.088], [-3.149, -3.187, 0.736], [-2.875, -4.638, -1.895], [0.379, -2.763, -3.605], [1.088, -1.424, -4.729], [1.625, -3.764, -2.599], [-0.465, -4.005, -4.752], [-5.231, -0.169, -2.537], [-4.085, 0.143, -1.228], [-4.664, -1.506, -1.532], [-4.183, -1.927, -5.025], [-3.666, -3.165, -3.886], [-2.511, -2.481, -5.040], [-3.038, 0.683, -5.123], [-1.359, 0.431, -4.628], [-2.399, 1.537, -3.724], [0.216, -3.926, 0.631], [0.096, -5.108, -0.683], [-0.839, -5.324, 0.798], [-2.649, -2.994, 1.686], [-3.810, -4.044, 0.883], [-3.777, -2.331, 0.487], [-2.424, -4.609, -2.884], [-3.902, -4.278, -1.973], [-2.915, -5.679, -1.571], [1.351, -0.503, -4.211], [0.383, -1.179, -5.525], [1.994, -1.810, -5.204], [1.681, -3.419, -1.569], [2.625, -3.701, -3.032], [1.339, -4.817, -2.593], [-0.961, -3.535, -5.601], [-1.180, -4.656, -4.253], [0.325, -4.644, -5.156]],
  "charge": 1,
  "gap_ev": [8.513, 6.317],
  "energy_ev": -178907.2700,
  "de_lowest_ev": 2.171,
  "multiplicity": 5
}

charge of number 1 (C19H32NO4P2W)?
+1

Which of these has the lowest charge?
C19H33AsBCrN6S4Si

Copy entry 2 word for word.
{
  "formula": "C19H33AsBCrN6S4Si",
  "method": "wB97M-V/def2-TZVPD",
  "elements": ["Cr", "C", "C", "C", "C", "C", "N", "N", "B", "N", "N", "C", "C", "C", "C", "C", "N", "N", "C", "C", "C", "C", "C", "H", "H", "H", "H", "H", "H", "H", "H", "H", "H", "H", "H", "H", "H", "H", "H", "H", "H", "H", "H", "H", "H", "S", "As", "S", "S", "S", "C", "Si", "C", "C", "C", "H", "H", "H", "H", "H", "H", "H", "H", "H", "H", "H"],
  "xyz": [[-1.134, 0.686, 0.006], [0.218, 0.551, -3.553], [0.759, -0.355, -2.497], [1.798, -1.289, -2.665], [1.878, -1.960, -1.464], [2.782, -3.080, -1.060], [0.956, -1.433, -0.640], [0.275, -0.424, -1.266], [0.345, -2.109, 0.615], [0.459, -1.218, 1.860], [-0.203, -0.032, 1.887], [0.043, 0.513, 3.074], [-0.456, 1.858, 3.494], [0.868, -0.344, 3.827], [1.109, -1.431, 3.016], [1.912, -2.664, 3.282], [-1.135, -2.382, 0.319], [-1.951, -1.344, -0.016], [-3.135, -1.861, -0.328], [-4.312, -1.040, -0.726], [-3.079, -3.263, -0.186], [-1.795, -3.547, 0.224], [-1.167, -4.868, 0.533], [0.898, 0.547, -4.408], [-0.766, 0.217, -3.881], [0.089, 1.569, -3.199], [2.402, -1.441, -3.546], [3.540, -3.223, -1.831], [3.287, -2.866, -0.117], [2.240, -4.019, -0.930], [0.918, -3.150, 0.821], [-1.102, 2.295, 2.739], [-1.023, 1.774, 4.424], [0.389, 2.528, 3.670], [1.237, -0.180, 4.828], [2.368, -2.588, 4.269], [1.297, -3.566, 3.258], [2.708, -2.797, 2.547], [-4.055, -0.306, -1.488], [-5.105, -1.691, -1.100], [-4.690, -0.458, 0.112], [-3.883, -3.963, -0.354], [-1.923, -5.650, 0.450], [-0.352, -5.105, -0.154], [-0.756, -4.894, 1.544], [-5.611, 2.403, -1.037], [-3.580, 2.739, -0.478], [-2.183, 1.667, -1.834], [-2.964, 1.466, 1.234], [-3.003, 4.768, -0.172], [2.164, 4.508, 0.270], [1.335, 3.212, -0.826], [2.805, 2.246, -1.522], [0.488, 4.167, -2.181], [0.218, 2.257, 0.262], [2.853, 5.131, -0.314], [2.734, 4.019, 1.069], [1.419, 5.159, 0.738], [3.669, 2.918, -1.592], [2.620, 1.832, -2.514], [3.074, 1.412, -0.863], [1.113, 5.002, -2.522], [-0.463, 4.556, -1.796], [0.233, 3.547, -3.042], [-0.508, 3.009, 0.607], [0.830, 1.983, 1.127]],
  "charge": -2,
  "gap_ev": [5.095, 5.094],
  "energy_ev": -170341.7753,
  "de_lowest_ev": 0.048,
  "multiplicity": 2
}